3 unconnected molecules or ions with the total composition C25H46N4O5, computed with ωB97M-V with the def2-TZVPD basis set.

Values from the calculation:
Largest force on an atom ... 5.26 eV/Å
Energy relative to the best compared isomer or geometry (same formula, charge and spin) ... 104.74 kcal/mol
SMILES ... COC[C@H](CCc1ccccc1)O[C@@H](CCCCN)CCC(N)=O.CN(C)C=O.CN(C)C=O
HOMO energy ... -8.4 eV
Net charge ... 0
Orbital gap ... 0.3366 Eh

Each line ends with the Löwdin charge.
Geometry (Å):
C (-1.6201, -0.4372, -2.6156)  -0.117
O (-0.8720, 0.4002, -1.6689)  -0.221
C (-1.8624, 1.0804, -0.8523)  -0.158
C (-1.5363, 0.9752, 0.7418)  -0.268
C (-1.7268, -0.5729, 1.1238)  -0.092
C (-0.2263, -1.1795, 1.3405)  -0.157
C (-0.3238, -2.7722, 1.2873)  -0.169
C (-0.4444, -3.4106, -0.1418)  -0.010
C (-0.5663, -4.9596, -0.1858)  -0.078
C (-0.5706, -5.8417, 1.0818)  -0.092
C (-0.4044, -5.1854, 2.4789)  -0.067
C (-0.2815, -3.6288, 2.5711)  -0.039
O (-2.4469, 1.8923, 1.3822)  -0.115
C (-1.8887, 2.5211, 2.5543)  -0.294
C (-1.5556, 1.4658, 3.7537)  -0.133
C (-3.0106, 0.8507, 4.1667)  -0.198
C (-2.7815, -0.2514, 5.3140)  -0.192
C (-2.9231, -1.7817, 4.8347)  -0.274
N (-4.0001, -2.0413, 3.8405)  -0.031
C (-0.6792, 3.5473, 2.2521)  -0.118
C (0.6435, 3.3170, 3.1284)  -0.124
C (1.5330, 2.0580, 2.6465)  -0.402
N (1.8770, 1.0866, 3.7325)  0.071
O (1.9547, 1.8892, 1.4799)  0.034
H (-0.8601, -0.8766, -3.3508)  0.082
H (-2.1170, -1.2950, -2.0233)  0.085
H (-2.4366, 0.1318, -3.1734)  0.102
H (-2.8481, 0.4856, -0.9856)  0.122
H (-2.1010, 2.1486, -1.1832)  0.136
H (-0.4285, 1.2287, 0.8394)  0.127
H (-2.1909, -1.1967, 0.2676)  0.111
H (-2.3740, -0.7703, 2.0400)  0.088
H (0.2174, -0.9015, 2.3587)  0.085
H (0.5103, -0.7593, 0.5550)  0.129
H (-0.4359, -2.7256, -1.0478)  0.088
H (-0.6847, -5.4298, -1.2185)  0.083
H (-0.6931, -6.9789, 0.9758)  0.087
H (-0.3994, -5.8516, 3.4075)  0.085
H (-0.1699, -3.1821, 3.6088)  0.076
H (-2.7390, 3.1719, 2.9944)  0.152
H (-0.8121, 0.6618, 3.4368)  0.092
H (-1.1911, 1.9992, 4.7047)  0.120
H (-3.6301, 1.7055, 4.6419)  0.116
H (-3.6111, 0.4957, 3.2669)  0.092
H (-3.4531, -0.0674, 6.2174)  0.102
H (-1.6875, -0.1233, 5.6696)  0.108
H (-1.8966, -2.1990, 4.5125)  0.088
H (-3.2049, -2.3878, 5.7815)  0.105
H (-3.6408, -2.2834, 2.9108)  0.053
H (-4.7092, -1.3013, 3.8138)  0.065
H (-0.9677, 4.6501, 2.3677)  0.117
H (-0.3729, 3.4260, 1.1425)  0.127
H (1.3184, 4.2395, 2.9403)  0.127
H (0.4722, 3.3002, 4.2610)  0.107
H (2.0528, 0.1525, 3.3380)  0.069
H (2.7378, 1.3947, 4.2131)  0.089
C (0.1610, 2.8721, -6.9125)  -0.066
N (0.2732, 1.8309, -5.9128)  -0.199
C (0.7353, 2.1813, -4.5809)  -0.024
C (-0.0409, 0.5331, -6.1826)  -0.337
O (0.0315, -0.3877, -5.3889)  -0.006
H (1.1431, 3.3274, -7.0644)  0.089
H (-0.5425, 3.6306, -6.5596)  0.088
H (-0.1959, 2.4672, -7.8611)  0.081
H (1.6405, 1.6137, -4.3553)  0.075
H (-0.0355, 1.9149, -3.8531)  0.084
H (0.9468, 3.2492, -4.5173)  0.092
H (-0.3798, 0.3776, -7.2197)  0.129
C (6.3873, -0.6740, -4.0295)  -0.066
N (5.1687, -0.1471, -3.4513)  -0.206
C (4.3056, -1.0370, -2.6976)  -0.040
C (4.8057, 1.1597, -3.5925)  -0.340
O (3.7977, 1.6610, -3.1320)  0.010
H (6.1330, -1.4775, -4.7257)  0.089
H (7.0190, -1.0698, -3.2300)  0.088
H (6.9341, 0.1035, -4.5654)  0.082
H (3.3187, -1.0611, -3.1664)  0.094
H (4.1997, -0.6557, -1.6790)  0.094
H (4.7239, -2.0439, -2.6709)  0.087
H (5.5285, 1.7479, -4.1810)  0.130

A molecular structure, C46H49BrIrN5OS, computed with ωB97M-V with the def2-TZVPD basis set.

Values from the calculation:
Largest force on an atom ... 0.93 eV/Å
Energy relative to the best compared isomer or geometry (same formula, charge and spin) ... 20.37 kcal/mol
HOMO energy (spin up / spin down) ... -7.0 / -6.7 eV
Net charge ... 0
Orbital gap (spin up / spin down) ... 0.2411 / 0.2385 Eh

Each line ends with the Löwdin charge.
Geometry (Å):
Ir (1.0245, -0.0010, -1.0153)  0.882
O (6.9332, 1.9654, -0.8879)  0.094
C (5.6787, 1.5079, -1.0644)  -0.302
C (5.3545, 0.1589, -1.1133)  0.023
C (4.0345, -0.1913, -1.2845)  -0.158
N (3.0302, 0.6996, -1.3778)  -0.162
C (3.3810, 1.9862, -1.4072)  -0.702
Br (2.0584, 3.2272, -1.9023)  0.880
C (4.6714, 2.4445, -1.2527)  -0.040
H (7.5428, 1.2269, -0.7792)  0.118
H (6.1096, -0.6113, -1.0248)  0.125
H (3.7357, -1.2273, -1.3540)  0.077
H (4.8994, 3.4975, -1.3094)  0.119
C (-2.1701, -3.6617, -2.0213)  -0.057
C (-2.2221, -2.4260, -1.1170)  -0.347
C (-3.1585, -2.6962, 0.0637)  -0.039
C (-2.6406, -1.2149, -1.9323)  -0.136
C (-3.7850, -1.2913, -2.7219)  -0.036
C (-4.1884, -0.2307, -3.5110)  -0.067
C (-3.4320, 0.9294, -3.5355)  -0.037
C (-2.2899, 1.0594, -2.7530)  -0.143
C (-1.4865, 2.3411, -2.8105)  -0.386
C (-0.5024, 2.2725, -3.9819)  -0.096
C (-2.3566, 3.5922, -2.9274)  -0.069
C (-1.9216, -0.0201, -1.9375)  -0.163
N (-0.9143, 0.1638, -0.9144)  -0.087
C (-1.4256, 0.5614, 0.2458)  -0.177
C (-0.4900, 0.7458, 1.2844)  -0.209
N (0.7745, 0.6765, 0.9380)  -0.018
C (1.7125, 0.8768, 2.0227)  -0.137
C (2.3225, -0.2366, 2.6240)  -0.138
C (3.2047, -0.0204, 3.6805)  -0.044
C (3.4672, 1.2420, 4.1708)  -0.070
C (2.8308, 2.3232, 3.5983)  -0.048
C (1.9550, 2.1753, 2.5257)  -0.137
C (1.3445, 3.4588, 1.9908)  -0.368
C (2.4379, 4.4956, 1.7030)  -0.081
C (0.3473, 4.0948, 2.9651)  -0.048
C (2.1093, -1.6934, 2.2549)  -0.353
C (3.0729, -2.0961, 1.1435)  -0.060
C (0.6720, -2.1318, 1.9534)  -0.050
C (-1.2315, 0.8968, 2.5504)  -0.086
C (-0.9176, 0.9274, 3.8811)  -0.004
C (-1.9728, 1.0775, 4.8193)  -0.058
C (-3.2840, 1.2001, 4.4369)  -0.017
C (-3.6373, 1.1487, 3.0620)  -0.156
C (-4.9440, 1.2333, 2.5084)  -0.021
C (-5.1199, 1.1372, 1.1531)  -0.056
C (-4.0420, 0.9239, 0.2507)  0.015
C (-2.7760, 0.8285, 0.7604)  -0.071
C (-2.5940, 0.9774, 2.1630)  -0.082
H (-1.7530, -4.5109, -1.4778)  0.063
H (-1.5679, -3.4815, -2.9125)  0.068
H (-3.1713, -3.9485, -2.3480)  0.082
H (-1.2178, -2.2431, -0.7263)  0.096
H (-4.1813, -2.8653, -0.2831)  0.082
H (-3.1782, -1.8709, 0.7753)  0.068
H (-2.8333, -3.5939, 0.5945)  0.079
H (-4.3701, -2.2018, -2.7153)  0.110
H (-5.0853, -0.3095, -4.1124)  0.104
H (-3.7429, 1.7555, -4.1617)  0.109
H (-0.9207, 2.4166, -1.8806)  0.092
H (-1.0482, 2.1004, -4.9135)  0.088
H (0.2115, 1.4594, -3.8565)  0.033
H (0.0490, 3.2091, -4.0795)  0.048
H (-2.7998, 3.6859, -3.9209)  0.073
H (-1.7457, 4.4830, -2.7657)  0.078
H (-3.1640, 3.5960, -2.1925)  0.082
H (3.6738, -0.8828, 4.1405)  0.114
H (4.1505, 1.3799, 4.9991)  0.104
H (3.0131, 3.3163, 3.9902)  0.109
H (0.8178, 3.2333, 1.0663)  0.105
H (2.7846, 4.9577, 2.6306)  0.075
H (2.0501, 5.2917, 1.0683)  0.077
H (3.3011, 4.0535, 1.2126)  0.067
H (0.8031, 4.2321, 3.9488)  0.083
H (-0.5554, 3.4995, 3.0903)  0.064
H (0.0527, 5.0796, 2.5960)  0.083
H (2.4175, -2.2390, 3.1517)  0.123
H (2.7866, -1.6129, 0.2073)  0.012
H (3.0377, -3.1651, 0.9641)  0.078
H (4.0987, -1.8141, 1.3944)  0.085
H (0.4288, -2.0021, 0.8969)  0.040
H (-0.0532, -1.5840, 2.5541)  0.073
H (0.5587, -3.1920, 2.1908)  0.081
H (0.1053, 0.8603, 4.2304)  0.114
H (-1.7244, 1.1066, 5.8726)  0.103
H (-4.0576, 1.3259, 5.1850)  0.111
H (-5.7972, 1.3744, 3.1609)  0.110
H (-6.1207, 1.2076, 0.7458)  0.104
H (-4.2444, 0.8212, -0.8073)  0.102
C (0.6274, -5.7016, -0.5670)  -0.024
C (0.6190, -4.8958, -1.8333)  -0.364
C (0.3479, -5.5080, -3.0498)  -0.041
C (0.3547, -4.6975, -4.1656)  -0.147
N (0.6043, -3.3983, -4.1063)  0.035
C (0.8537, -2.8858, -2.8934)  -0.779
S (1.3578, -1.1926, -2.9635)  0.579
N (0.8722, -3.5851, -1.7491)  0.110
H (0.9733, -6.7184, -0.7516)  0.079
H (-0.3812, -5.7640, -0.1518)  0.079
H (1.2599, -5.2324, 0.1760)  0.065
H (0.1401, -6.5670, -3.1171)  0.109
H (0.1607, -5.1045, -5.1533)  0.109

2 unconnected molecules or ions with the total composition C12H19N2O3, computed with ωB97M-V with the def2-TZVPD basis set.

Values from the calculation:
Spin multiplicity ... 2
Largest force on an atom ... 2.56 eV/Å
HOMO energy (spin up / spin down) ... -6.1 / -8.5 eV
Net charge ... 0
Orbital gap (spin up / spin down) ... 0.2449 / 0.3320 Eh

Each line ends with the Löwdin spin population.
Geometry (Å):
C (-0.6458, -0.8079, 1.8219)  0.005
C (0.4563, -0.0230, 1.8530)  0.001
N (1.7273, -0.5018, 1.8236)  0.000
C (2.0387, -1.9222, 1.8229)  0.000
C (3.5667, -1.9463, 2.0386)  0.000
C (4.0737, -0.5227, 1.8625)  0.000
C (2.8311, 0.3561, 1.8741)  0.000
O (2.7610, 1.5678, 1.9405)  0.000
H (-1.6102, -0.3161, 1.9354)  0.003
H (-0.6023, -1.8950, 1.7293)  0.000
H (0.3433, 1.0650, 1.9097)  0.000
H (1.5009, -2.4572, 2.6151)  0.000
H (1.7774, -2.4014, 0.8683)  0.000
H (3.7626, -2.2940, 3.0563)  0.000
H (4.0325, -2.6362, 1.3342)  0.000
H (4.7505, -0.2133, 2.6617)  0.000
H (4.5941, -0.3980, 0.9067)  0.000
C (-0.3056, 0.8405, -3.2048)  0.001
C (-0.2830, 2.2962, -2.7740)  0.014
C (-1.2344, 2.3928, -1.6041)  0.079
O (-1.4196, 3.3155, -0.8388)  0.084
N (-1.9096, 1.1420, -1.5116)  0.131
C (-1.5095, 0.1667, -2.5406)  0.010
C (-2.8082, 0.9432, -0.5606)  0.493
C (-3.5351, -0.3408, -0.4582)  0.088
O (-4.2482, -0.3047, 0.7725)  0.003
H (-0.3756, 0.7443, -4.2881)  0.000
H (0.6036, 0.3377, -2.8670)  0.000
H (0.7087, 2.6284, -2.4609)  0.004
H (-0.6222, 2.9616, -3.5748)  0.005
H (-2.3148, 0.0059, -3.2694)  0.004
H (-1.2580, -0.8034, -2.0980)  0.003
H (-3.0103, 1.7310, 0.1624)  0.030
H (-4.2233, -0.4495, -1.3192)  0.024
H (-2.8016, -1.1701, -0.4565)  0.017
H (-4.8110, -1.0911, 0.8377)  0.000